A structure of composition C8H21NO9V, computed with wB97M-V/def2-TZVPD.

Last column: Löwdin charge in e.
Cartesian coordinates (Å):
O  -0.858  0.797  -1.097  -0.34
V  -0.803  -0.132  0.219  0.95
O  -2.318  -0.591  0.516  -0.38
C  0.915  -4.239  -1.277  -0.08
C  -0.167  -3.170  -1.289  -0.60
C  -1.394  -3.607  -0.517  -0.10
O  0.354  -1.913  -0.898  -0.27
H  1.404  -4.220  -0.303  0.07
H  1.705  -4.077  -2.010  0.07
H  0.514  -5.225  -1.512  0.06
H  -0.550  -3.027  -2.299  0.11
H  -1.707  -4.624  -0.753  0.06
H  -2.267  -2.966  -0.646  0.06
H  -1.119  -3.624  0.537  0.06
C  3.157  1.913  1.629  -0.04
C  2.808  0.866  0.585  -0.71
O  3.732  0.379  -0.153  -0.09
O  1.645  0.384  0.527  -0.11
H  3.459  2.839  1.139  0.07
H  4.125  1.666  2.066  0.06
H  2.352  1.937  2.363  0.04
C  0.482  -0.703  3.311  -0.13
O  -0.296  -1.294  2.300  -0.16
H  0.094  -0.997  4.286  0.08
H  1.496  -1.092  3.226  0.10
H  0.371  0.380  3.254  0.07
H  -0.433  -2.232  2.451  0.10
C  -0.368  2.955  1.336  -0.06
O  -1.109  1.700  1.566  -0.18
H  0.035  2.884  0.326  0.08
H  -1.022  3.825  1.409  0.08
H  0.410  3.065  2.092  0.07
H  -1.704  1.815  2.310  0.10
C  -2.171  2.388  -3.826  0.04
N  -1.426  3.501  -3.124  -0.40
O  -1.580  3.575  -1.870  0.02
O  -0.871  4.317  -3.847  0.04
H  -2.871  1.922  -3.133  0.10
H  -1.390  1.737  -4.218  0.10
H  -2.634  2.887  -4.677  0.09

Values from the calculation:
DFT total energy in eV: -54239.2844
HOMO in eV: -4.5
Net charge: -1
Gap between HOMO and LUMO in eV: 6.9
Relative energy (zero: lowest compared OMol25 entry of this formula, charge and spin) in eV: 0.000
2S+1: 1

***

A cluster of 2 separate species, C8H21NSi in total, computed with wB97M-V/def2-TZVPD.

Last column: Löwdin charge in e.
Cartesian coordinates (Å):
C  -2.762  0.390  1.139  -0.14
C  -2.061  -1.864  0.096  -0.13
C  1.362  -2.302  0.913  -0.13
C  2.598  -0.884  -0.625  -0.14
C  -0.442  2.415  -1.416  -0.12
C  1.539  2.316  -0.286  -0.24
C  -1.908  -0.343  0.065  -0.54
C  1.186  -1.241  -0.199  -0.51
N  0.403  1.664  -0.551  -0.36
Si  -0.066  0.159  0.221  0.73
H  -2.201  0.133  2.134  0.07
H  -2.851  1.461  0.871  0.08
H  -3.718  -0.065  1.051  0.04
H  -1.362  -2.305  0.906  0.08
H  -1.806  -2.271  -0.993  0.12
H  -3.148  -1.967  0.292  0.07
H  2.065  -3.163  0.606  0.11
H  1.916  -1.670  1.673  0.09
H  0.491  -2.619  1.317  -0.01
H  3.000  -0.193  0.245  0.11
H  2.561  -0.164  -1.456  0.06
H  3.068  -1.806  -1.005  0.08
H  -0.467  3.461  -1.128  0.08
H  -0.063  2.381  -2.454  0.10
H  -1.413  1.990  -1.293  0.05
H  2.106  1.865  0.561  0.08
H  2.322  2.420  -1.042  0.09
H  1.273  3.330  0.127  0.10
H  -2.217  -0.045  -0.934  0.08
H  0.613  -1.662  -1.038  0.09
H  -0.019  0.576  2.204  0.04

Values from the calculation:
DFT total energy in eV: -18001.8350
HOMO in eV: -8.2
Net charge: 0
Gap between HOMO and LUMO in eV: 9.1
Relative energy (zero: lowest compared OMol25 entry of this formula, charge and spin) in eV: 3.128
2S+1: 1

***

A cluster of 2 separate species, C8H21P3 in total, computed with wB97M-V/def2-TZVPD.

Last column: Löwdin charge in e.
Cartesian coordinates (Å):
C  -1.089  1.444  -2.729  -0.21
C  2.475  -0.931  0.178  -0.25
C  -1.406  -2.719  -1.265  -0.40
C  -3.341  -0.979  -0.471  -0.43
C  2.473  0.478  3.204  -0.31
C  0.326  2.047  2.040  -0.31
C  -0.531  1.227  -1.355  -0.46
C  1.341  0.077  0.478  -0.81
P  1.184  0.946  -1.170  0.87
P  -1.795  -1.681  0.236  0.83
P  2.012  1.368  1.618  0.81
H  -1.325  2.535  -3.074  0.10
H  -2.149  1.143  -2.815  0.05
H  -0.329  0.980  -3.389  0.05
H  2.185  -1.607  -0.663  0.05
H  2.790  -1.626  1.134  0.12
H  3.369  -0.345  -0.125  0.05
H  -0.343  -2.532  -1.445  -0.01
H  -1.838  -2.364  -2.259  0.05
H  -1.642  -3.776  -1.167  0.01
H  -3.802  -0.235  0.262  0.04
H  -4.104  -1.711  -0.584  0.00
H  -3.017  -0.436  -1.428  0.02
H  2.339  1.162  4.030  0.02
H  3.520  0.139  2.977  0.03
H  2.038  -0.455  3.471  0.01
H  0.516  2.869  2.793  0.05
H  -0.382  1.266  2.188  0.01
H  0.137  2.550  1.046  0.01
H  -1.169  1.633  -0.522  0.06
H  0.404  -0.444  0.872  0.01
H  1.153  -0.024  -2.064  -0.08

Values from the calculation:
DFT total energy in eV: -36498.1868
HOMO (spin up / spin down) in eV: -7.7 / -7.1
Net charge: 0
Gap between HOMO and LUMO (spin up / spin down) in eV: 7.9 / 6.7
Relative energy (zero: lowest compared OMol25 entry of this formula, charge and spin) in eV: 2.533
2S+1: 1

***

A structure of composition C8H22BrLiO4, computed with wB97M-V/def2-TZVPD.

Last column: Löwdin charge in e.
Cartesian coordinates (Å):
Li  -2.437  0.691  1.670  0.62
Br  -0.320  0.540  0.743  -0.19
C  -2.070  -4.940  1.007  -0.06
C  -0.905  -4.012  0.748  -0.51
C  0.208  -4.684  -0.011  -0.07
O  -1.439  -2.933  -0.048  -0.10
H  -2.616  -5.026  0.070  0.09
H  -2.700  -4.493  1.774  0.07
H  -1.666  -5.890  1.352  0.08
H  -0.544  -3.584  1.690  0.14
H  0.722  -5.424  0.609  0.08
H  0.998  -3.963  -0.244  0.08
H  -0.181  -5.101  -0.938  0.09
H  -0.779  -2.231  -0.035  0.00
C  1.113  0.412  -3.457  -0.07
C  0.455  1.789  -3.516  -0.50
C  -1.020  1.635  -3.869  -0.07
O  0.567  2.439  -2.255  -0.08
H  1.209  -0.004  -4.461  0.08
H  0.506  -0.259  -2.843  0.07
H  2.116  0.455  -3.029  0.08
H  0.967  2.382  -4.276  0.13
H  -1.509  2.607  -3.889  0.08
H  -1.501  0.998  -3.123  0.07
H  -1.129  1.127  -4.831  0.08
H  0.513  1.744  -1.590  -0.02
C  1.034  3.428  4.115  -0.22
C  1.205  4.399  2.942  -0.24
O  1.852  3.821  1.825  -0.07
O  0.985  2.063  3.687  -0.12
H  0.068  3.629  4.589  0.11
H  1.850  3.492  4.828  0.12
H  1.810  5.246  3.276  0.11
H  0.235  4.767  2.595  0.11
H  1.991  2.881  1.986  0.06
H  0.411  1.999  2.913  -0.03

Values from the calculation:
DFT total energy in eV: -87091.1338
HOMO in eV: -9.5
Net charge: 0
Gap between HOMO and LUMO in eV: 8.2
Relative energy (zero: lowest compared OMol25 entry of this formula, charge and spin) in eV: 0.000
2S+1: 1

***

A structure of composition C8H22BrMnN2O2, computed with wB97M-V/def2-TZVPD.

Last column: Mulliken spin population.
Cartesian coordinates (Å):
Mn  0.095  -2.432  -0.138  4.87
Br  -0.684  0.086  -0.442  0.08
C  -4.125  -3.231  -0.508  0.00
C  -2.630  -3.530  -0.760  -0.02
C  -2.346  -3.015  -2.099  0.02
O  -0.878  -2.784  -2.219  0.00
C  -0.501  -2.380  -3.563  0.00
N  -1.902  -2.874  0.324  0.03
H  -4.242  -2.148  -0.563  0.00
H  -4.612  -3.657  0.369  0.00
H  -4.763  -3.521  -1.342  0.00
H  -2.356  -4.584  -0.720  -0.02
H  -2.788  -2.024  -2.204  0.00
H  -2.690  -3.739  -2.838  0.00
H  -0.857  -3.101  -4.299  0.00
H  0.583  -2.367  -3.680  0.00
H  -0.703  -1.335  -3.797  0.00
H  -2.136  -3.380  1.166  0.01
H  -2.467  -2.042  0.418  0.01
C  1.655  3.285  -0.554  0.00
C  2.677  2.862  0.614  0.00
C  2.271  3.515  2.000  0.00
O  3.134  2.952  3.086  0.00
C  2.728  3.517  4.357  0.00
N  2.832  1.379  0.764  0.00
H  0.604  3.264  -0.266  0.00
H  1.768  2.735  -1.489  0.00
H  1.866  4.309  -0.862  0.00
H  3.697  3.193  0.416  0.00
H  1.255  3.202  2.241  0.00
H  2.398  4.595  1.927  0.00
H  1.675  3.505  4.637  0.00
H  3.084  4.547  4.379  0.00
H  3.258  2.910  5.090  0.00
H  1.863  1.101  0.698  0.00
H  3.235  1.187  -0.142  0.00

Values from the calculation:
DFT total energy in eV: -117083.1970
HOMO (spin up / spin down) in eV: -11.2 / -11.2
Net charge: +1
Gap between HOMO and LUMO (spin up / spin down) in eV: 5.7 / 5.6
Relative energy (zero: lowest compared OMol25 entry of this formula, charge and spin) in eV: 3.855
2S+1: 6

***

A structure of composition C8H22CrF2N2O2, computed with wB97M-V/def2-TZVPD.

Last column: Mulliken spin population.
Cartesian coordinates (Å):
Cr  11.756  -13.568  4.395  4.02
F  9.863  -14.006  5.060  0.01
F  10.885  -13.609  2.538  0.02
C  15.659  -12.046  5.422  0.00
C  14.464  -12.978  5.428  -0.04
C  13.488  -12.625  6.552  0.00
O  12.283  -13.376  6.425  -0.04
C  11.552  -13.534  7.627  0.00
N  13.775  -12.953  4.101  -0.01
H  15.370  -11.009  5.598  0.00
H  16.270  -12.193  4.534  0.00
H  16.331  -12.286  6.253  0.00
H  14.741  -14.018  5.613  0.01
H  13.197  -11.570  6.499  0.00
H  13.970  -12.840  7.508  0.00
H  10.692  -14.160  7.408  0.00
H  11.249  -12.569  8.043  0.00
H  12.173  -14.030  8.381  0.00
H  14.009  -12.084  3.615  0.01
H  14.299  -13.531  3.435  0.02
C  11.983  -10.295  2.668  0.02
C  11.762  -10.239  4.186  -0.02
C  11.000  -8.968  4.528  0.00
O  10.670  -8.992  5.899  0.00
C  9.969  -7.861  6.313  0.00
N  10.916  -11.412  4.530  0.03
H  12.678  -9.490  2.407  0.00
H  11.048  -10.132  2.135  0.00
H  12.369  -11.260  2.346  -0.01
H  12.710  -10.290  4.721  -0.01
H  10.081  -8.835  3.943  0.00
H  11.624  -8.089  4.291  0.00
H  9.046  -7.704  5.742  0.00
H  10.565  -6.941  6.250  0.00
H  9.653  -7.901  7.356  0.00
H  10.601  -11.247  5.488  0.00
H  10.051  -11.338  3.999  0.00

Values from the calculation:
DFT total energy in eV: -49585.1909
HOMO (spin up / spin down) in eV: -6.9 / -9.0
Net charge: 0
Gap between HOMO and LUMO (spin up / spin down) in eV: 7.1 / 9.1
Relative energy (zero: lowest compared OMol25 entry of this formula, charge and spin) in eV: 0.000
2S+1: 5